# 1
{
  "formula": "H2N2O4P",
  "method": "ωB97M-V with the def2-TZVPD basis set",
  "charge": -1,
  "smiles": "N[P@](=O)([O-])[N+](=O)[O-]",
  "homo_ev": -5.1,
  "e_lumo_ev": 4.2028,
  "de_lowest_ev": 1.3745,
  "symbols": ["N", "P", "O", "O", "N", "O", "O", "H", "H"],
  "positions_angstrom": [[1.371681, -0.058723, -0.174713], [-0.094795, 0.745974, -0.135634], [-0.322752, 1.177724, -1.712504], [-0.126041, 1.744793, 0.940039], [-1.211488, -0.655582, 0.378762], [-0.671151, -1.541646, 1.016621], [-2.305664, -0.686982, -0.087512], [1.575400, -0.722408, -0.924622], [1.784811, -0.003149, 0.699567]],
  "atomic_forces_ev_per_a": [[-1.6, 0.5, -1.6], [1.1, 2.6, -7.2], [-0.1, -2.1, 5.7], [-0.3, -0.2, 0.8], [2.0, 0.4, -0.7], [-0.5, -0.5, 0.6], [-2.0, -0.4, -0.1], [0.1, 0.5, 1.0], [1.4, -0.8, 1.5]],
  "mulliken_charge": [-0.483, 0.727, -0.742, -0.676, 0.864, -0.559, -0.575, 0.221, 0.223]
}


# 2
{
  "formula": "H2N2O4P",
  "method": "ωB97M-V with the def2-TZVPD basis set",
  "multiplicity": 3,
  "charge": -1,
  "homo_ev": [-2.5, -4.9],
  "s_squared": 2.02,
  "e_lumo_ev": [4.1721, 0.9822],
  "de_lowest_ev": 2.3934,
  "symbols": ["N", "N", "O", "O", "O", "O", "P", "H", "H"],
  "positions_angstrom": [[1.381041, 0.195417, 0.127950], [-1.169593, 0.780632, -0.146319], [-0.333973, -1.093726, 1.582448], [-0.724993, 1.741516, -0.746184], [-2.342560, 0.639320, 0.123193], [-0.489999, -1.649603, -1.173634], [-0.098400, -0.610742, 0.214235], [1.985123, -0.237931, 0.805911], [1.793351, 0.235121, -0.787600]],
  "atomic_forces_ev_per_a": [[-0.6, -0.6, 0.1], [1.6, -0.9, 0.5], [0.1, -0.1, 0.1], [2.5, 3.2, -2.4], [-4.8, -1.6, 1.6], [1.8, 4.0, 4.9], [-1.1, -4.0, -4.7], [0.3, 0.0, 0.1], [0.0, 0.1, -0.2]],
  "mulliken_charge": [-0.518, 0.814, -0.654, -0.696, -0.570, -0.670, 0.815, 0.256, 0.222]
}